1.
ORCA calculation (wB97M-V/def2-TZVPD) on C23H55F6IN10O6P3 as an isolated structure at a distorted geometry.

Results
calculated total energy	-3829.191343	a.u.
charge	-1
Kohn-Sham gap	5.379	eV

XYZ file:
```
104
Properties=species:S:1:pos:R:3:forces:R:3:mulliken_charge:R:1
O 3.28621 0.08172 4.00407 0.1 -0.7 0.6 -0.524
C 3.58522 -1.05797 3.79789 -0.3 0.8 -0.9 -0.066
O 3.02449 -1.74778 2.77471 0.0 0.0 0.0 -0.310
C 4.54876 -1.89679 4.67088 -0.3 0.2 -0.4 1.178
F 3.84793 -2.38854 5.72459 -0.3 0.3 0.1 -0.361
F 4.93573 -2.96691 3.95453 0.2 -0.4 0.4 -0.247
C 5.78872 -1.13572 5.20426 0.8 -0.9 0.4 0.603
F 5.55361 0.13669 5.52187 -0.4 0.1 -0.2 -0.248
F 6.13964 -1.75678 6.37072 0.0 -0.1 0.0 -0.352
C 7.00965 -1.20588 4.25971 -0.1 0.3 -0.6 1.050
F 7.96705 -0.44413 4.82327 0.0 0.1 0.2 -0.290
F 7.52085 -2.46546 4.22645 -0.3 -0.2 0.1 -0.314
C 6.70893 -0.75019 2.78337 0.3 1.8 -0.8 -0.044
O 5.83417 -1.33231 2.14300 -0.1 -0.9 0.6 -0.543
N 7.48577 0.21642 2.25862 -0.3 -0.1 0.0 -0.817
I 6.98368 2.05590 2.99476 0.4 -0.2 0.1 -0.066
H 3.71926 -2.05626 2.16487 0.2 -0.1 0.1 0.305
O 3.36620 -1.49865 -0.51411 -1.0 -3.8 1.9 -0.935
P 2.20368 -1.88726 -1.39700 0.5 6.3 -4.2 0.968
N 3.11955 -2.21698 -2.83499 0.5 -0.7 0.1 0.176
C 2.74943 -1.87825 -4.18881 -0.7 -0.1 -0.1 -0.755
C 3.98853 -3.38988 -2.75424 0.3 0.0 0.5 -0.983
N 1.50434 -0.27153 -1.36662 0.0 0.4 0.1 0.553
C 1.45689 0.60384 -2.53004 -0.3 -0.1 -0.5 -1.157
C 2.01224 0.57911 -0.27719 0.0 -0.1 0.3 -0.779
N 0.71762 -2.51631 -1.98963 0.4 -2.0 1.4 0.392
C 0.69233 -3.94471 -2.30226 0.4 -0.1 -0.1 -1.265
C -0.42367 -1.80888 -2.53667 -0.6 0.3 0.5 -1.157
H 1.88369 -2.43805 -4.58066 0.0 0.0 0.0 0.231
H 3.58024 -2.08426 -4.86503 0.1 -0.1 0.2 0.406
H 2.54900 -0.81598 -4.30297 -0.1 0.0 0.1 0.138
H 3.43623 -4.33601 -2.66606 0.0 0.0 -0.1 0.265
H 4.64920 -3.31056 -1.88813 -0.1 0.0 0.0 0.232
H 4.62835 -3.47327 -3.63296 -0.1 0.2 -0.1 0.389
H 2.45540 0.90875 -2.87300 0.0 0.0 0.1 0.264
H 0.90247 1.51082 -2.28237 0.1 0.0 0.1 0.248
H 0.91398 0.19456 -3.37890 0.1 -0.2 0.0 0.266
H 3.01100 0.96994 -0.49586 0.0 0.0 0.1 0.428
H 2.05606 0.05001 0.67040 0.1 0.0 0.0 -0.024
H 1.34548 1.43497 -0.13623 -0.1 -0.1 -0.2 0.097
H 1.18418 -4.16779 -3.25624 0.0 0.0 0.0 0.308
H -0.32748 -4.32103 -2.38249 -0.1 0.1 0.2 0.364
H 1.18471 -4.52386 -1.51909 0.1 0.0 -0.1 0.362
H -0.24469 -1.49434 -3.56787 0.1 0.1 0.0 0.239
H -0.71414 -0.95763 -1.92562 0.3 0.1 -0.1 0.267
H -1.30202 -2.46145 -2.56444 0.2 -0.2 0.1 0.481
O -1.42326 3.19232 -3.46990 -2.9 -0.4 -2.4 -0.770
P -2.42084 4.21229 -2.98205 3.5 2.1 5.3 0.806
N -1.52957 5.64603 -3.37226 0.2 -0.1 -0.7 0.135
C -1.48512 6.86948 -2.60415 -0.6 0.2 0.3 -0.824
C -1.29994 5.85907 -4.80023 0.2 -0.5 -0.2 -1.016
N -2.32566 3.79134 -1.28154 0.3 -0.1 0.0 0.249
C -1.79694 4.69225 -0.26454 -0.3 0.4 0.2 -1.207
C -1.67487 2.50349 -1.02212 0.0 -0.4 -0.2 -1.393
N -3.94100 4.95822 -2.75672 -0.6 -0.9 -2.1 0.104
C -4.52616 5.61946 -3.92294 0.3 0.2 -0.2 -1.063
C -4.60165 5.32187 -1.51784 -0.4 -0.5 0.5 -0.902
H -2.43354 7.43109 -2.58515 0.0 0.0 0.0 0.241
H -0.73625 7.54421 -3.02018 0.0 -0.1 -0.2 0.403
H -1.16982 6.69660 -1.57915 -0.1 -0.1 0.0 0.183
H -2.22113 6.05562 -5.36518 0.0 0.1 0.0 0.278
H -0.82352 4.98092 -5.24097 -0.1 0.0 0.1 0.239
H -0.63149 6.70216 -4.97452 0.0 0.0 0.2 0.390
H -0.72838 4.90071 -0.40589 0.0 0.0 0.0 0.346
H -1.91881 4.23777 0.72151 0.1 -0.2 -0.1 0.338
H -2.32950 5.63821 -0.19078 0.0 0.1 -0.2 0.331
H -0.58642 2.57508 -1.11068 0.0 -0.1 0.0 0.446
H -2.02210 1.72698 -1.69798 0.0 0.1 -0.1 0.345
H -1.89960 2.16202 -0.00815 -0.1 0.2 0.1 0.420
H -4.06252 6.59258 -4.12118 0.0 0.0 0.0 0.318
H -5.59117 5.80401 -3.78793 0.0 -0.2 0.1 0.352
H -4.42085 5.00078 -4.81553 0.1 0.1 0.0 0.319
H -4.18215 6.23805 -1.09396 0.1 -0.1 0.1 0.281
H -4.57751 4.51928 -0.78587 0.3 0.1 0.0 0.278
H -5.66152 5.52426 -1.69368 0.1 -0.1 -0.3 0.389
O -3.88576 -1.02825 3.38667 2.9 2.3 0.1 -0.844
P -2.74526 -1.89949 2.92512 -3.2 -5.6 -0.6 0.800
N -3.26920 -2.15482 1.28918 -0.3 0.7 -0.3 0.132
C -3.12919 -3.36840 0.51853 0.6 -0.3 0.1 -0.776
C -3.30149 -0.95195 0.45673 -0.2 0.4 0.3 -1.038
N -3.10549 -3.26370 3.98180 -0.4 0.0 0.0 0.172
C -3.53311 -4.56109 3.48251 0.4 -0.3 -0.2 -1.264
C -4.03539 -2.94723 5.06894 0.0 0.3 0.2 -1.024
N -1.14644 -2.42022 2.71509 0.4 2.1 0.1 0.305
C -0.33314 -1.64407 1.77640 -0.1 0.2 -0.5 -0.695
C -0.53986 -3.69252 3.05772 0.3 -0.2 0.7 -0.738
H -2.08950 -3.62411 0.25512 0.0 0.0 0.0 0.167
H -3.67173 -3.27670 -0.42404 0.0 0.2 0.0 0.410
H -3.57557 -4.22414 1.01872 0.1 0.0 0.1 0.218
H -2.30716 -0.52694 0.26795 0.0 0.0 -0.1 0.208
H -3.90631 -0.17794 0.93474 0.1 0.0 0.1 0.299
H -3.75421 -1.15199 -0.51559 0.0 -0.2 0.1 0.385
H -4.51364 -4.51716 2.98694 0.0 0.0 0.0 0.355
H -3.61379 -5.26389 4.31655 -0.1 0.1 0.1 0.433
H -2.82193 -5.02997 2.80580 0.1 0.2 -0.1 0.330
H -5.07245 -2.89100 4.71687 0.0 0.1 0.0 0.319
H -3.78901 -2.00773 5.55330 0.0 0.0 -0.1 0.353
H -3.98826 -3.72605 5.83552 0.1 -0.1 -0.1 0.320
H -0.57556 -1.88479 0.73352 0.0 0.0 0.0 0.191
H 0.73146 -1.83545 1.90076 0.0 0.0 0.3 -0.058
H -0.48157 -0.57407 1.92880 0.0 0.0 -0.1 0.296
H -0.79952 -4.46690 2.32945 -0.1 0.0 0.0 0.280
H -0.79357 -4.01606 4.06369 -0.3 0.0 -0.1 0.321
H 0.54951 -3.61085 3.04429 0.0 0.3 -0.1 0.153
```
Positions in Å, forces in eV/Å.



2.
ORCA calculation (wB97M-V/def2-TZVPD) on one molecule with the formula C3H8N4 at a distorted geometry.

Results
calculated total energy	-338.046180	a.u.
Kohn-Sham gap	9.106	eV

XYZ file:
```
15
Properties=species:S:1:pos:R:3:forces:R:3:mulliken_charge:R:1
N 0.51807 -0.52240 -0.28165 -0.6 -0.9 0.1 -0.311
C -0.27829 -1.43188 0.87224 0.0 0.4 -0.3 0.267
C 0.23741 0.87100 -0.44396 -0.2 0.1 0.0 0.647
N -0.78188 -2.28035 0.00674 0.0 -0.1 -0.2 -0.673
N 1.17269 1.48269 -1.28554 0.1 0.0 0.0 -0.512
C -0.77104 1.48180 0.17777 0.3 -0.2 -0.1 -1.082
N -0.28722 -1.17547 2.10537 0.0 0.0 0.0 -0.700
H 1.52066 -0.69914 -0.26486 0.0 0.1 0.0 0.320
H -0.08480 -1.35609 -0.88624 0.4 0.6 0.3 0.522
H -1.42729 -2.98547 0.33424 0.1 0.1 0.2 0.204
H 0.99811 2.46394 -1.44655 0.0 -0.1 0.0 0.230
H 1.34355 0.99075 -2.15315 -0.1 0.0 0.1 0.243
H 0.19871 -0.33121 2.37791 0.1 0.0 -0.1 0.260
H -0.98060 2.52330 -0.01706 0.0 0.0 -0.1 0.232
H -1.37807 0.96852 0.90476 0.0 -0.1 0.0 0.355
```
Positions in Å, forces in eV/Å.



3.
ORCA calculation (wB97M-V/def2-TZVPD) on a 12-piece molecular cluster, C29H45F7O26 overall at a distorted geometry.

Results
calculated total energy	-3787.252997	a.u.
SMILES	O=C1OC[C@@H](F)O1.O=C1OC[C@@H](F)O1.O=C1OC[C@@H](F)O1.O=C1OC[C@@H](F)O1.O=C1OC[C@@H](F)O1.O=C1OC[C@@H](F)O1.O=C1OC[C@@H](F)O1.C1CCOC1.CO.CO.CO.CO
Kohn-Sham gap	9.913	eV

XYZ file:
```
107
Properties=species:S:1:pos:R:3:forces:R:3:mulliken_charge:R:1
O -5.29705 1.24093 1.30703 2.1 -2.5 -0.1 -0.614
C -4.51760 0.30487 1.47235 -0.1 6.4 0.3 0.446
O -3.13306 0.48412 1.54467 -1.5 1.5 -0.5 -0.126
C -2.47784 -0.74637 1.76522 -1.4 0.6 -0.7 1.572
C -3.70932 -1.62748 1.87085 2.3 -2.2 -2.5 0.538
F -3.65058 -2.27083 2.99781 -0.4 -1.8 3.0 -0.263
O -4.83746 -0.88483 1.80787 -1.7 -1.3 0.2 -0.327
H -1.93660 -0.94462 0.84009 0.6 -0.3 0.6 -1.245
H -1.95859 -0.72393 2.72333 0.5 -0.1 -0.4 -0.580
H -3.73884 -2.35217 1.05718 -0.1 -0.3 0.0 0.227
O 2.09130 2.29029 -3.29653 0.5 -3.5 -1.3 -0.515
C 2.34454 1.19633 -3.80258 0.6 2.8 1.0 0.528
O 3.59412 0.65557 -3.90859 -0.2 0.7 0.4 -0.349
C 3.55036 -0.38268 -4.88265 -0.1 -0.3 0.1 -0.617
C 2.10283 -0.87157 -4.68219 1.3 0.6 -0.7 0.330
F 2.10334 -1.71894 -3.59849 -0.5 0.5 -0.1 -0.217
O 1.46813 0.37625 -4.41023 -0.7 -1.1 0.3 -0.099
H 3.79079 0.06172 -5.84846 -0.5 -0.1 -0.2 0.307
H 4.31563 -1.13727 -4.70086 -0.2 0.0 0.4 0.326
H 1.63497 -1.38909 -5.51968 -0.2 0.4 0.2 0.282
O 2.41756 -4.48998 2.85425 3.0 0.1 -2.8 -0.572
C 3.20582 -4.24611 1.92002 -4.9 0.1 3.5 0.502
O 2.81910 -3.47536 0.89358 -0.4 0.8 0.2 -0.087
C 3.98986 -2.95397 0.26039 -0.3 -0.7 0.4 -0.198
C 4.92385 -4.11668 0.58036 -0.3 -0.3 -1.7 0.309
F 6.14640 -3.71720 0.83845 2.2 0.8 0.0 -0.308
O 4.44810 -4.62737 1.78206 0.3 -0.9 0.6 -0.335
H 3.65383 -2.70152 -0.74532 0.8 -0.2 -0.1 0.104
H 4.42376 -2.10438 0.78768 -0.4 0.4 0.0 0.216
H 4.95512 -4.90752 -0.16910 0.0 -0.1 -0.1 0.348
O 0.06537 -2.53513 3.81183 -2.9 -0.5 1.9 -0.342
C -0.89659 -2.75196 4.53701 2.0 -0.5 -1.9 0.543
O -1.52125 -1.86635 5.30332 -1.4 0.8 0.9 -0.260
C -2.69747 -2.51715 5.92098 0.5 -0.7 -0.4 -0.370
C -2.18254 -3.94924 5.90252 -1.9 0.6 0.2 0.232
F -3.27168 -4.81390 5.77726 1.4 0.5 0.8 -0.318
O -1.52295 -3.97627 4.69869 1.8 0.0 -1.1 -0.277
H -2.98590 -2.10435 6.88767 0.6 0.2 -0.2 0.357
H -3.55635 -2.57991 5.25278 0.1 0.8 -0.2 0.141
H -1.48912 -4.11233 6.72756 -0.4 -1.0 0.2 0.365
O 4.81119 5.24405 0.25311 -2.7 1.4 -0.1 -0.618
C 3.65747 5.41121 -0.15227 5.4 -1.5 0.7 0.590
O 2.76485 6.28432 0.20033 -0.5 1.6 0.7 -0.340
C 1.50284 5.81088 -0.22478 -0.9 -1.3 0.3 -0.588
C 1.88475 4.85093 -1.39687 -0.9 1.2 2.1 1.554
F 1.70774 5.57546 -2.53167 0.5 -0.6 -0.5 -0.330
O 3.25892 4.58359 -1.10552 -2.6 -0.7 -1.7 -0.285
H 1.04116 5.32141 0.63276 0.4 -0.8 0.0 0.277
H 0.69075 6.51439 -0.40830 1.0 0.8 -0.8 0.396
H 1.23798 3.97579 -1.33415 0.6 -0.2 -0.9 -0.642
O -1.11363 3.90505 -1.47316 -1.1 0.5 1.5 -0.474
C -1.70847 4.23216 -0.46262 1.5 0.0 -1.4 0.632
O -1.36580 5.26002 0.31718 0.7 1.7 0.0 -0.314
C -2.44199 5.57574 1.21152 0.5 -0.8 0.5 -0.581
C -3.06980 4.19101 1.33910 2.4 -0.4 0.0 0.333
F -4.34013 4.26772 1.47158 -3.4 0.2 0.1 -0.287
O -2.73574 3.63837 0.07863 -1.4 -1.6 -1.1 -0.205
H -2.06844 6.00258 2.14230 0.2 -0.2 -0.2 0.335
H -3.15663 6.26546 0.76244 0.0 -0.1 -0.2 0.301
H -2.70004 3.42496 2.02068 0.4 0.6 0.6 0.302
O -1.36535 -0.18294 -5.81284 0.0 1.2 1.4 -0.569
C -2.01327 0.56663 -5.11991 0.5 -1.8 -1.3 0.454
O -3.27744 0.83223 -5.38148 -0.8 0.1 -0.7 -0.371
C -3.71213 1.80430 -4.45913 -1.8 0.3 -0.4 -0.682
C -2.81542 1.59202 -3.27177 -0.5 2.4 -2.5 0.838
F -3.25215 0.61537 -2.53243 -0.7 -2.3 1.9 -0.265
O -1.67069 1.19425 -3.97857 2.0 -0.1 1.1 0.040
H -3.61261 2.78522 -4.92387 0.2 0.1 0.3 0.320
H -4.76827 1.61337 -4.26882 0.1 0.1 0.2 0.375
H -2.76453 2.50936 -2.68525 1.1 -0.2 0.1 -0.173
C -0.06369 -0.23965 -1.31547 0.7 -0.2 -0.6 1.107
C 1.16780 -0.94578 -0.71389 -0.5 -0.3 -0.3 -0.473
C 1.02123 -0.65774 0.74881 -0.7 0.0 -0.1 -0.029
O 0.38481 0.63012 0.79253 0.0 0.2 0.4 -0.064
C -0.23109 0.95182 -0.47428 -0.2 1.3 1.4 1.118
H -0.95022 -0.85937 -1.18096 0.1 -0.3 -0.4 -0.350
H 0.08365 0.09153 -2.34344 -0.3 -0.5 -0.1 -0.198
H 2.13249 -0.53696 -1.01445 -0.1 -0.2 -0.7 0.104
H 0.98941 -2.00375 -0.90619 0.9 -0.1 -0.1 0.481
H 1.95093 -0.61774 1.31639 0.0 0.0 0.0 0.448
H 0.37588 -1.43042 1.16665 -0.1 0.1 0.5 -0.509
H 0.18641 1.87070 -0.88591 0.6 -0.2 0.0 -1.282
H -1.26990 1.22324 -0.28636 -0.3 -0.2 0.1 -0.103
C -2.26551 -3.34708 -2.70101 -0.1 -0.7 -1.3 -0.490
O -2.69525 -3.61655 -1.37174 0.4 0.5 0.1 -0.340
H -3.13852 -3.19200 -3.33497 0.1 0.6 -0.1 0.315
H -1.51272 -2.56759 -2.81850 -0.5 0.5 0.7 0.069
H -1.76541 -4.19141 -3.17546 0.1 -0.5 0.3 0.338
H -3.43026 -4.22937 -1.44796 0.0 -0.1 0.1 0.216
C 5.45046 1.34784 -0.78201 -0.3 1.2 -0.9 -0.594
O 4.53549 0.81890 0.14029 -0.1 -1.3 0.5 -0.362
H 6.05470 2.13824 -0.33676 0.2 -0.1 0.0 0.310
H 6.08541 0.61182 -1.27518 0.0 -0.5 0.8 0.296
H 4.90681 1.76997 -1.62721 -0.1 0.4 -0.1 0.149
H 3.93895 1.49215 0.47567 0.2 0.3 -0.2 0.225
C -0.06371 1.00838 4.31090 1.4 0.6 0.1 -0.467
O 0.60550 1.75786 3.28393 -0.6 0.1 0.8 -0.625
H 0.09022 1.58984 5.21991 -0.2 0.0 0.1 0.415
H -1.13640 0.86575 4.18021 -0.1 -0.1 -0.3 0.129
H 0.47749 0.07522 4.46719 -0.4 -0.3 0.0 0.181
H 0.67843 1.21410 2.49614 -0.2 0.0 -0.4 0.398
C -0.61287 -4.72883 0.99880 0.6 -0.1 -0.3 -0.218
O -0.16406 -4.55587 -0.35517 -0.1 0.3 0.6 -0.546
H -1.36796 -5.51487 0.99002 -0.1 0.0 0.5 0.425
H 0.24083 -4.97933 1.62852 -0.1 -0.2 -0.1 0.086
H -1.01106 -3.78893 1.38111 -0.2 0.0 0.1 -0.134
H -0.94735 -4.13318 -0.71486 -0.1 0.0 -0.7 0.299
```
Positions in Å, forces in eV/Å.